1.
This record from the OMol25 dataset describes C22H12BrF5N3O2PtS2 as an isolated structure. The level of theory is wB97M-V/def2-TZVPD.

```
! RIJCOSX wB97M-V def2-TZVPD def2/J DEFGRID3
* xyz -1 1
Pt 2.0591 -1.0762 -1.5264
F -1.8719 -7.1502 -2.0119
C -0.9166 -6.2401 -1.7659
C -0.9323 -5.0126 -2.3918
F -1.9136 -4.7266 -3.2614
C 0.0579 -4.0805 -2.1323
F -0.0183 -2.9260 -2.8033
C 1.0990 -4.3137 -1.2332
S 2.4119 -3.2174 -0.8496
C 1.0766 -5.5725 -0.6270
F 2.0373 -5.9002 0.2498
C 0.1034 -6.5174 -0.8788
F 0.1325 -7.7067 -0.2573
S -3.5822 2.0261 1.7335
C -2.2014 1.4735 0.7479
C -0.9149 1.9286 0.9954
C 0.1179 1.4305 0.2135
N -0.0643 0.5314 -0.7468
C -1.2956 0.1039 -0.9787
C -2.4021 0.5443 -0.2595
C -3.5435 3.7631 1.3370
C -3.9632 4.2266 0.0979
C -3.9373 5.5911 -0.1425
N -3.5433 6.4955 0.7547
C -3.1468 6.0379 1.9384
C -3.1244 4.6906 2.2777
H -0.7174 2.6504 1.7778
H 1.1428 1.7515 0.3738
H -1.3991 -0.6132 -1.7875
H -3.3938 0.1719 -0.4804
H -4.2965 3.5374 -0.6666
H -4.2553 5.9779 -1.1046
H -2.8247 6.7833 2.6579
H -2.7905 4.3710 3.2555
Br 5.2037 0.9736 3.9791
C 4.3244 0.3448 2.4072
C 3.1862 -0.4339 2.5275
C 2.5579 -0.8933 1.3777
C 3.0383 -0.5686 0.1057
C 4.1899 0.2096 0.0241
C 4.8378 0.6704 1.1646
H 2.7998 -0.6918 3.5051
H 1.6809 -1.5204 1.4684
H 4.5730 0.4844 -0.9513
H 5.7294 1.2783 1.0837
O 0.9640 -0.4278 -3.4213
N 1.4472 0.7176 -3.3642
O 2.2781 0.8242 -2.4118
*
```

The energy relative to the best compared isomer or geometry (same formula, charge and spin) comes out at 26.15 kcal/mol. The maximum force is 1.069 eV/A. The value obtained for the LUMO energy is 0.074 Eh. As for the HOMO-LUMO gap: 0.2390 Ha.

2.
This record from the OMol25 dataset describes a 2-piece molecular cluster, CH3IOS2 overall. The level of theory is wB97M-V/def2-TZVPD.

```
! RIJCOSX wB97M-V def2-TZVPD def2/J DEFGRID3
* xyz 0 1
C -1.2999 -0.8883 0.0884
O 1.4775 2.8054 0.1693
S -0.7030 -0.0620 -1.3552
S 1.8726 1.6526 -0.6153
I 2.8088 -0.0585 0.7022
H -2.1709 -0.4710 0.6717
H -0.4378 -1.1638 0.6816
H -1.5473 -1.8145 -0.3426
*
```

The energy relative to the best compared isomer or geometry (same formula, charge and spin) comes out at 43.91 kcal/mol. The maximum force is 1.813 eV/A. The value obtained for the LUMO energy (alpha / beta) is -0.066 / -0.056 Eh. As for the HOMO-LUMO gap (alpha / beta): 0.2613 / 0.2865 Ha.

3.
This record from the OMol25 dataset describes a 2-piece molecular cluster, C16H27NO8 overall. The level of theory is wB97M-V/def2-TZVPD.

```
! RIJCOSX wB97M-V def2-TZVPD def2/J DEFGRID3
* xyz 0 1
C -0.1856 2.4035 3.3528
O -0.0482 2.6331 1.9674
C 0.1670 1.4549 1.1864
C -0.4992 1.6687 -0.1737
C -1.5297 0.6194 -0.5387
O -0.9268 -0.6565 -0.6966
C 1.6821 1.1914 1.1481
C 2.4578 2.2281 0.3481
C 3.9366 2.2497 0.7352
C 4.8287 2.9420 -0.2879
C 4.4451 4.4044 -0.5689
N 3.5173 4.6309 -1.6770
O 2.0177 -0.0654 0.5875
C 1.6870 -1.1851 1.3455
O 2.7796 -2.0695 1.2260
H 0.0058 3.3473 3.8628
H 0.5286 1.6608 3.7239
H -1.1989 2.0634 3.6004
H -0.3308 0.6062 1.6832
H -1.0062 2.6359 -0.1361
H 0.2445 1.7239 -0.9720
H -2.3069 0.5742 0.2350
H -2.0183 0.9097 -1.4765
H -1.5077 -1.3259 -0.3178
H 2.0338 1.2224 2.1910
H 2.3565 1.9855 -0.7134
H 1.9972 3.2074 0.5139
H 4.2700 1.2162 0.8723
H 4.0446 2.7556 1.7023
H 4.7937 2.3819 -1.2303
H 5.8653 2.9047 0.0602
H 3.9830 4.8341 0.3264
H 5.3510 4.9898 -0.7486
H 3.7073 3.9967 -2.4431
H 2.5596 4.4736 -1.3925
H 0.7720 -1.6515 0.9641
H 1.5410 -0.8914 2.3991
H 2.4809 -2.9649 1.4312
O -3.2231 -2.4912 -0.4208
C -3.7298 -3.4569 -0.9720
C -2.9925 -4.5368 -1.5741
C -3.6812 -5.5370 -2.1473
O -3.1251 -6.5808 -2.7305
C -5.1995 -5.5658 -2.1833
O -5.7023 -6.5268 -2.7351
C -5.9342 -4.4784 -1.5779
C -5.2451 -3.4803 -1.0070
O -5.8037 -2.4333 -0.4235
H -1.9125 -4.5045 -1.5520
H -3.8635 -7.1358 -3.0554
H -7.0140 -4.5037 -1.6070
H -5.0686 -1.8739 -0.1037
*
```

Its SMILES is CO[C@@H](CCO)[C@H](CCCCN)OCO.O=C1C=C(O)C(=O)C=C1O. The energy relative to the best compared isomer or geometry (same formula, charge and spin) comes out at 12.60 kcal/mol. The maximum force is 0.311 eV/A. The value obtained for the LUMO energy is -0.066 Eh. As for the HOMO-LUMO gap: 0.2600 Ha.

4.
This record from the OMol25 dataset describes one molecule with the formula C4H12N2S. The level of theory is wB97M-V/def2-TZVPD.

```
! RIJCOSX wB97M-V def2-TZVPD def2/J DEFGRID3
* xyz 0 1
N 1.4034 3.0169 0.2599
C 1.0859 2.1292 -0.8567
C 0.6269 0.7055 -0.4637
N -0.2813 0.8458 0.6901
C -1.1854 -0.2570 0.9387
C -0.4943 -1.6170 0.8792
S -0.6965 -2.3537 -0.7537
H 1.2334 2.5932 1.1634
H 2.4009 3.1888 0.2600
H 0.2224 2.4176 -1.4763
H 1.8854 2.2662 -1.5929
H 0.1051 0.3498 -1.3481
H 1.4506 0.0294 -0.2445
H -0.4913 1.8265 0.7079
H -1.4674 -0.1006 1.9886
H -2.1375 -0.2496 0.3956
H -0.9574 -2.2155 1.6697
H 0.5122 -1.5093 1.2843
H 0.3725 -3.1537 -0.8404
*
```

Its SMILES is NCCNCCS. The energy relative to the best compared isomer or geometry (same formula, charge and spin) comes out at 28.45 kcal/mol. The maximum force is 2.563 eV/A. The value obtained for the LUMO energy is 0.032 Eh. As for the HOMO-LUMO gap: 0.3489 Ha.

5.
This record from the OMol25 dataset describes a 2-piece molecular cluster, C25H34ClF5N3O7S2 overall. The level of theory is wB97M-V/def2-TZVPD.

```
! RIJCOSX wB97M-V def2-TZVPD def2/J DEFGRID3
* xyz -1 1
C 6.0830 -0.4327 -0.5009
C 5.6211 0.5133 0.7621
C 5.6677 2.1406 0.4137
C 4.6936 2.5655 -0.8363
C 3.7851 3.9264 -0.5461
C 2.2747 3.5944 0.0222
C 2.2580 3.0078 1.5708
C 0.6650 2.7822 2.0273
C 0.3700 1.2560 2.5800
C -0.3333 1.2209 4.0792
C -1.8143 1.9214 4.1380
C -2.8537 1.2755 3.0463
C -2.8323 2.0608 1.5927
C -4.2010 1.5863 0.7910
C -3.7647 1.4830 -0.8161
C -3.8574 -0.0473 -1.3955
C -2.4231 -0.7284 -1.8020
C -1.1757 0.2029 -2.4105
C 0.2863 -0.3934 -2.8522
N 1.4768 0.3993 -3.3707
S 2.7178 -0.8184 -3.7112
N 1.8545 -2.2790 -3.2252
C 0.4387 -2.0193 -2.7033
C -0.7069 -3.0463 -2.1324
N -0.4391 -4.5408 -2.0664
C 0.7957 -4.7919 -1.4565
O 2.1050 -5.1538 -1.3545
C -2.1659 -2.3754 -1.6645
S -3.5763 -3.4556 -0.9604
O -4.9752 -3.0610 -1.5766
O -3.3954 -4.9749 -1.3495
C -3.5566 -3.1943 0.8942
F -4.9460 -3.4510 1.4285
F -3.2497 -1.7781 1.3078
C -2.5467 -4.1911 1.7242
F -3.3191 -5.2073 2.5130
F -1.4503 -4.7747 0.9126
F -1.8704 -3.3217 2.7573
H 6.3222 0.2752 -1.4280
H 7.0550 -1.0437 -0.2066
H 5.2845 -1.2341 -0.8264
H 6.4082 0.3427 1.6307
H 4.5642 0.2133 1.2161
H 6.7855 2.4399 0.1298
H 5.3884 2.7996 1.3443
H 3.9276 1.7278 -1.1333
H 5.4095 2.7078 -1.7800
H 3.6235 4.4307 -1.6157
H 4.3962 4.6633 0.1657
H 1.7211 2.8425 -0.7095
H 1.6239 4.5892 0.0546
H 2.6860 3.8333 2.3140
H 2.9136 2.0472 1.7164
H 0.0317 3.0219 1.0545
H 0.3390 3.6101 2.8233
H 1.4371 0.7227 2.6266
H -0.2751 0.5957 1.8496
H 0.3699 1.8198 4.8039
H -0.3656 0.1057 4.4477
H -2.2478 1.6990 5.2240
H -1.7749 3.0839 3.9990
H -2.6365 0.1277 2.9782
H -3.9639 1.3798 3.4552
H -1.8893 1.7542 0.9528
H -2.9009 3.2317 1.6925
H -4.5230 0.5279 1.2096
H -5.1103 2.3164 0.9539
H -4.6041 2.1068 -1.3919
H -2.7565 2.0382 -1.0268
H -4.5005 -0.0044 -2.3993
H -4.5016 -0.6695 -0.6338
H -1.3253 1.3803 -2.5359
O -0.6571 -5.8226 -4.6961
Cl -1.7102 -5.0766 -5.3571
O -1.8912 -3.8016 -4.6905
O -2.9469 -5.8317 -5.2995
O -1.3463 -4.8503 -6.7422
*
```

The maximum force is 11.389 eV/A. The value obtained for the LUMO energy is -0.010 Eh. As for the HOMO-LUMO gap: 0.2073 Ha.

6.
This record from the OMol25 dataset describes a 2-piece molecular cluster, C5H14 overall. The level of theory is wB97M-V/def2-TZVPD.

```
! RIJCOSX wB97M-V def2-TZVPD def2/J DEFGRID3
* xyz 0 1
C -0.5916 2.7324 -0.4434
C -0.5589 1.2305 -0.7234
C -1.9020 0.6047 -1.0470
H -1.6204 3.0474 -0.2452
H -0.0081 2.9733 0.4430
H -0.2528 3.3283 -1.2899
H 0.1208 0.9766 -1.5412
H -0.1187 0.7224 0.1393
H -2.2615 0.0724 -0.1512
H -2.7143 1.3089 -1.2218
H -1.9492 -0.1201 -1.8568
C 1.0642 -2.2748 0.3689
C 1.8792 -1.9915 1.6114
H 0.7885 -1.3606 -0.1676
H 1.5483 -2.8455 -0.4238
H 0.1183 -2.7260 0.6701
H 1.9355 -2.8274 2.3093
H 1.6163 -1.1247 2.2296
H 2.9062 -1.7263 1.3396
*
```

Its SMILES is CCC.CC. The energy relative to the best compared isomer or geometry (same formula, charge and spin) comes out at 10.66 kcal/mol. The maximum force is 1.712 eV/A. The value obtained for the LUMO energy is 0.040 Eh. As for the HOMO-LUMO gap: 0.4484 Ha.

7.
This record from the OMol25 dataset describes CHClS3 as an isolated structure. The level of theory is wB97M-V/def2-TZVPD.

```
! RIJCOSX wB97M-V def2-TZVPD def2/J DEFGRID3
* xyz 0 1
C -0.1719 0.1321 0.1875
S -0.1284 1.7464 0.1348
S -1.6053 -1.0614 0.1367
S 1.2104 -0.9160 0.1195
Cl 2.7862 0.2263 0.0794
H -2.0910 -0.1273 -0.6579
*
```

The energy relative to the best compared isomer or geometry (same formula, charge and spin) comes out at 8.13 kcal/mol. The maximum force is 1.719 eV/A. The value obtained for the LUMO energy is -0.020 Eh. As for the HOMO-LUMO gap: 0.3184 Ha.

8.
This record from the OMol25 dataset describes C26H63N9O10V as an isolated structure. The level of theory is wB97M-V/def2-TZVPD.

```
! RIJCOSX wB97M-V def2-TZVPD def2/J DEFGRID3
* xyz 2 4
V -1.8320 2.2322 0.1320
N 0.9014 3.8773 -2.2811
H -0.1015 3.9220 -2.3922
H 1.1997 4.6806 -1.7464
H 1.2916 3.9009 -3.2124
H 1.0867 3.0906 -1.6755
C 1.4762 -0.6628 -0.4232
C 0.5169 0.5217 -0.3159
O 0.7993 1.6499 -0.7578
O -0.6306 0.3677 0.1692
H 1.2814 -1.4805 0.2707
H 2.5214 -0.3538 -0.4163
H 1.2790 -1.0996 -1.4021
C 6.2773 3.1082 -0.4360
O 7.3248 2.6107 -0.8053
N 5.0114 2.6594 -0.4905
C 3.9046 3.4234 0.0754
C 4.6618 1.4521 -1.2369
H 6.2712 4.0592 0.1188
H 4.2156 4.3794 0.4966
H 3.2472 2.8221 0.7033
H 3.2430 3.7352 -0.7328
H 5.4952 1.0544 -1.8160
H 4.3484 0.7188 -0.4938
H 3.7887 1.6782 -1.8491
C -4.6393 0.5096 -0.9121
O -3.6837 0.9581 -0.2885
N -4.5715 -0.3253 -1.9702
C -5.7953 -0.9894 -2.3686
C -3.2863 -0.7560 -2.5244
H -5.6940 0.6447 -0.6264
H -5.6786 -2.0638 -2.2273
H -6.1016 -0.7812 -3.3938
H -6.6874 -0.7544 -1.7879
H -2.4273 -0.1884 -2.1666
H -3.0752 -1.7934 -2.2648
H -3.2673 -0.6803 -3.6116
C -1.7064 -2.9454 0.1942
O -1.3674 -3.7397 -0.6355
N -2.9902 -2.7738 0.5166
C -3.3637 -1.9085 1.6687
C -4.0584 -3.6848 0.0153
H -1.0198 -2.2486 0.6992
H -3.2933 -2.2842 2.6894
H -4.3628 -1.4815 1.5810
H -2.8332 -0.9575 1.7171
H -4.9345 -3.0942 -0.2522
H -3.7948 -4.2696 -0.8660
H -4.2170 -4.3393 0.8723
C -1.4662 0.6568 -6.0860
O -1.9014 0.8179 -7.2221
N -0.7519 -0.3769 -5.6876
C -0.4139 -0.5837 -4.3655
C -0.3331 -1.4726 -6.6152
H -1.6355 1.3200 -5.2236
H 0.6218 -0.9137 -4.2848
H -0.9779 -1.3705 -3.8646
H -0.5210 0.3293 -3.7798
H 0.7526 -1.5193 -6.5311
H -0.8248 -2.4303 -6.4443
H -0.4762 -1.2455 -7.6716
C 0.6348 4.1278 1.8275
O -0.2577 3.5263 1.2092
N 1.2895 3.6044 2.8278
C 2.1282 4.3635 3.7178
C 1.0967 2.1778 3.1982
H 1.0147 5.1380 1.6094
H 3.0175 3.7732 3.9385
H 1.6023 4.5071 4.6617
H 2.3969 5.3441 3.3249
H 0.4177 2.1186 4.0488
H 0.6278 1.6446 2.3712
H 1.9640 1.5775 3.4731
C 2.9556 -5.3268 -2.8302
O 3.1955 -6.5365 -3.0756
N 3.8322 -4.3062 -2.6558
C 3.3752 -2.8905 -2.6033
C 5.2306 -4.4765 -2.3219
H 1.9534 -4.8859 -2.9461
H 3.1797 -2.5675 -1.5808
H 2.5725 -2.6192 -3.2891
H 4.2104 -2.2404 -2.8639
H 5.5937 -4.2395 -1.3218
H 5.5111 -5.5251 -2.4203
H 5.7509 -3.8889 -3.0783
C -2.4458 1.4514 3.3698
O -2.2851 1.7581 2.2392
N -3.6137 1.2053 3.9407
C -3.6588 0.8321 5.3333
C -4.8724 1.2776 3.2226
H -1.6389 1.5247 4.1152
H -4.4847 0.1222 5.3772
H -3.9782 1.7062 5.9009
H -2.7139 0.4035 5.6673
H -5.5031 2.1327 3.4658
H -4.6738 1.4419 2.1636
H -5.4339 0.3475 3.3105
C 0.9697 -0.2513 5.5473
O -0.1253 0.2333 5.8197
N 1.1994 -0.9267 4.3868
C 0.1492 -1.2412 3.4729
C 2.5844 -1.4219 4.0530
H 1.8156 -0.1891 6.2492
H -0.8039 -0.8674 3.8471
H 0.2578 -2.2352 3.0389
H 0.2818 -0.6169 2.5893
H 2.6902 -2.5026 3.9580
H 2.9295 -1.0576 3.0854
H 3.2591 -1.1383 4.8608
*
```

The energy relative to the best compared isomer or geometry (same formula, charge and spin) comes out at 39.48 kcal/mol. The maximum force is 6.022 eV/A. The expectation value of S² is 3.754. The value obtained for the LUMO energy (alpha / beta) is -0.246 / -0.252 Eh. As for the HOMO-LUMO gap (alpha / beta): 0.2131 / 0.2078 Ha.